Entry a
C14H16 | the ωB97M-V functional and the def2-TZVPD basis

HOMO (eV): -8.8
SMILES: Cc1ccccc1.Cc1ccccc1

Each line ends with the Löwdin charge.
Cartesian coordinates (Å):
C: 0.293 0.965 -4.783  -0.06
C: 0.840 0.716 -3.361  -0.26
C: 1.216 -0.518 -2.868  -0.03
C: 1.224 -0.776 -1.420  -0.06
C: 1.237 0.304 -0.589  -0.11
C: 1.059 1.606 -1.125  -0.10
C: 1.009 1.807 -2.473  -0.08
H: -0.603 0.432 -5.029  0.06
H: 1.036 0.699 -5.606  0.10
H: -0.099 1.967 -4.994  0.07
H: 1.068 -1.355 -3.516  0.09
H: 1.219 -1.800 -1.125  0.09
H: 1.479 0.211 0.421  0.07
H: 1.397 2.436 -0.407  0.13
H: 1.121 2.857 -2.719  0.11
C: -2.922 -1.266 1.150  -0.05
C: -1.715 -0.906 2.015  -0.25
C: -0.541 -1.804 2.208  -0.03
C: 0.427 -1.372 3.090  -0.11
C: 0.463 -0.039 3.623  -0.08
C: -0.454 0.907 3.097  -0.05
C: -1.553 0.385 2.348  -0.08
H: -3.846 -0.743 1.399  0.07
H: -3.054 -2.354 1.435  0.09
H: -2.728 -1.094 0.066  0.09
H: -0.525 -2.665 1.632  0.08
H: 1.304 -2.018 3.424  0.12
H: 1.330 0.365 4.081  0.08
H: -0.354 1.953 3.173  0.08
H: -2.247 1.048 2.293  0.05

Entry b
C14H16 | the ωB97M-V functional and the def2-TZVPD basis

HOMO (eV): -8.9
SMILES: Cc1ccccc1.Cc1ccccc1

Each line ends with the Löwdin charge.
Cartesian coordinates (Å):
C: 3.564 -2.130 -2.532  -0.06
C: 2.870 -1.071 -1.724  -0.28
C: 1.720 -0.483 -2.212  -0.06
C: 1.107 0.537 -1.489  -0.11
C: 1.536 0.857 -0.217  -0.10
C: 2.678 0.234 0.291  -0.09
C: 3.349 -0.707 -0.456  -0.05
H: 2.854 -2.614 -3.215  0.08
H: 4.012 -2.955 -1.976  0.07
H: 4.376 -1.706 -3.131  0.08
H: 1.279 -0.792 -3.157  0.11
H: 0.212 0.986 -1.898  0.10
H: 1.018 1.626 0.335  0.10
H: 2.949 0.481 1.314  0.10
H: 4.178 -1.280 -0.068  0.11
C: -2.213 -0.833 -0.790  -0.05
C: -2.338 -0.007 0.447  -0.29
C: -3.113 1.131 0.509  -0.06
C: -3.307 1.817 1.707  -0.09
C: -2.743 1.343 2.877  -0.10
C: -1.812 0.320 2.785  -0.10
C: -1.618 -0.361 1.602  -0.06
H: -1.359 -0.572 -1.422  0.05
H: -3.099 -0.692 -1.418  0.08
H: -2.134 -1.906 -0.632  0.08
H: -3.605 1.476 -0.392  0.11
H: -3.950 2.691 1.725  0.10
H: -3.005 1.797 3.822  0.10
H: -1.273 0.008 3.671  0.10
H: -0.822 -1.100 1.507  0.12

Winner for stability: entry b

Entry a
H9O5 | the ωB97M-V functional and the def2-TZVPD basis

HOMO (eV): -4.3
Charge: -1

Each line ends with the Löwdin charge.
Cartesian coordinates (Å):
O: -0.166 1.142 2.937  -0.19
H: -0.002 1.383 1.921  -0.03
O: -3.367 0.011 -2.270  -0.08
H: -2.947 0.849 -2.046  0.03
H: -2.545 -0.474 -2.449  0.04
O: 0.100 1.154 0.420  -0.47
H: -0.416 0.368 0.186  -0.09
H: -1.024 0.815 3.135  -0.04
O: 1.543 -1.273 -2.214  -0.07
H: 2.423 -1.456 -1.885  0.02
H: 1.355 -0.477 -1.701  0.02
O: 1.845 -1.042 1.164  -0.12
H: 1.759 -0.736 2.075  0.01
H: 1.440 -0.264 0.726  -0.03

Entry b
H9O5 | the ωB97M-V functional and the def2-TZVPD basis

HOMO (eV): -4.3
Charge: -1

Each line ends with the Löwdin charge.
Cartesian coordinates (Å):
O: 2.318 -0.617 0.775  -0.20
H: 3.269 -0.506 0.746  -0.01
O: 0.954 -2.837 1.642  -0.12
H: 0.818 -3.382 0.865  0.00
H: 1.562 -2.115 1.343  -0.02
O: 0.824 1.056 -0.198  -0.41
H: 0.330 0.693 -0.938  -0.09
H: 1.810 0.180 0.255  -0.05
O: 0.769 3.890 -1.489  -0.11
H: 1.578 4.028 -0.986  0.01
H: 0.561 2.977 -1.213  -0.01
O: -5.029 -1.368 0.025  -0.07
H: -4.671 -0.475 0.097  0.04
H: -5.093 -1.523 -0.924  0.03

Winner for stability: entry b

Entry a
C3H11NO3 | the ωB97M-V functional and the def2-TZVPD basis

HOMO (eV): -9.3
SMILES: OCCNCO.O

Each line ends with the Löwdin charge.
Cartesian coordinates (Å):
O: -2.062 0.425 1.188  -0.09
C: -0.935 0.380 2.124  -0.21
C: 0.229 -0.218 1.336  -0.22
N: 0.411 0.380 -0.024  -0.03
C: 1.641 -0.035 -0.774  -0.27
O: 1.905 -1.405 -0.925  0.00
H: -2.905 0.746 1.464  0.06
H: -1.118 -0.271 3.024  0.12
H: -0.590 1.422 2.403  0.13
H: 0.132 -1.375 1.240  0.14
H: 1.158 -0.058 1.780  0.09
H: -0.417 0.222 -0.565  0.06
H: 2.441 0.553 -0.386  0.11
H: 1.419 0.284 -1.779  0.10
H: 2.376 -1.604 -1.645  0.01
O: -1.366 0.235 -3.231  -0.05
H: -1.744 0.503 -2.389  0.02
H: -0.575 -0.185 -2.840  0.02

Entry b
C3H11NO3 | the ωB97M-V functional and the def2-TZVPD basis

HOMO (eV): -10.0
SMILES: NCCC=O.O.O

Each line ends with the Löwdin charge.
Cartesian coordinates (Å):
N: -1.316 0.949 0.626  0.00
C: -0.635 1.589 -0.525  -0.25
C: 0.165 0.462 -1.209  -0.16
C: -0.776 -0.665 -1.600  -0.27
O: -0.628 -1.815 -1.282  0.06
H: -2.217 0.592 0.358  0.06
H: -1.381 1.492 1.474  0.07
H: -1.400 2.052 -1.154  0.11
H: 0.060 2.303 -0.088  0.11
H: 0.977 0.066 -0.609  0.10
H: 0.637 0.802 -2.144  0.12
H: -1.631 -0.293 -2.220  0.13
O: 1.144 -2.456 1.049  -0.05
H: 1.097 -2.970 0.258  0.02
H: 0.602 -1.676 0.889  0.00
O: 2.016 0.117 2.238  -0.07
H: 2.027 -0.853 2.268  0.02
H: 1.258 0.306 1.671  -0.01

Entry c
C3H11NO3 | the ωB97M-V functional and the def2-TZVPD basis

HOMO (eV): -8.8
SMILES: NCCC=O.O.O

Each line ends with the Löwdin charge.
Cartesian coordinates (Å):
N: 0.983 -1.119 1.289  0.00
C: -0.024 -1.000 0.130  -0.31
C: -1.439 -1.099 0.350  -0.25
C: -2.030 -0.249 1.400  -0.30
O: -1.867 0.949 1.458  0.05
H: 1.999 -0.781 1.110  0.11
H: 0.635 -1.394 2.162  0.02
H: 0.323 -0.126 -0.542  0.09
H: 0.164 -1.943 -0.610  0.14
H: -1.574 -2.186 0.651  0.13
H: -2.045 -0.773 -0.569  0.16
H: -2.430 -0.861 2.412  0.16
O: -0.499 2.267 -1.811  -0.08
H: 0.177 2.929 -1.647  0.02
H: 0.059 1.533 -2.208  0.05
O: 2.687 1.368 -0.868  -0.09
H: 2.287 0.467 -1.122  0.06
H: 2.595 2.018 -1.584  0.03

Winner for stability: entry b

Entry a
C3H11NO3 | the ωB97M-V functional and the def2-TZVPD basis

HOMO (eV): -8.7

Each line ends with the Löwdin charge.
Cartesian coordinates (Å):
C: 0.318 -0.428 1.770  -0.32
C: -0.949 -0.959 1.077  -0.02
C: 1.327 -0.029 0.752  -0.09
N: 0.605 0.918 1.564  0.23
H: 0.631 -0.924 2.683  0.16
H: -1.148 -0.366 0.191  0.07
H: -1.809 -0.921 1.754  0.09
H: 1.114 -0.104 -0.322  0.11
H: 2.387 0.102 0.972  0.14
H: 0.113 2.107 0.345  -0.01
H: 0.053 -0.447 -2.384  -0.03
O: 0.398 0.436 -2.723  -0.12
H: -0.744 3.102 -0.468  0.06
H: -0.807 -2.012 0.821  0.09
O: -0.054 2.438 -0.555  -0.05
H: 0.121 1.046 -2.027  -0.03
H: -1.036 -2.307 -1.969  -0.02
O: -0.520 -1.652 -1.480  -0.26

Entry b
C3H11NO3 | the ωB97M-V functional and the def2-TZVPD basis

HOMO (eV): -10.0
SMILES: CNC(C)=O.O.O

Each line ends with the Löwdin charge.
Cartesian coordinates (Å):
C: -1.732 0.570 -1.595  -0.08
N: -0.840 0.405 -0.466  0.01
C: -0.475 -0.782 0.100  -0.51
C: -0.497 -1.970 -0.801  0.00
O: -0.280 -0.894 1.306  0.03
H: -2.009 1.618 -1.683  0.09
H: -1.227 0.334 -2.538  0.08
H: -2.600 -0.074 -1.469  0.09
H: -0.515 1.193 0.077  0.13
H: -0.089 -2.880 -0.390  0.09
H: 0.081 -1.788 -1.720  0.10
H: -1.442 -2.121 -1.299  0.08
O: 3.390 0.882 0.736  -0.08
H: 3.931 1.083 1.504  0.03
H: 2.510 0.785 1.140  -0.01
O: 1.012 1.230 2.321  -0.08
H: 0.370 0.506 2.109  0.00
H: 0.411 1.902 2.667  0.05

Winner for stability: entry b

Entry a
C3H11NO3 | the ωB97M-V functional and the def2-TZVPD basis

HOMO (eV): -9.3
SMILES: C[C@@H](O)ON.CO

Each line ends with the Löwdin charge.
Cartesian coordinates (Å):
C: 1.596 0.611 -1.093  -0.04
C: 0.974 1.185 0.180  -0.49
O: -0.307 1.672 -0.031  -0.01
O: 0.835 0.217 1.211  -0.16
N: 1.912 -0.716 1.288  0.04
H: 2.594 0.236 -0.888  0.06
H: 0.978 -0.202 -1.468  0.07
H: 1.639 1.399 -1.840  0.08
H: 1.594 2.026 0.540  0.15
H: -0.920 0.949 0.197  0.05
H: 1.466 -1.606 1.483  0.09
H: 2.462 -0.453 2.111  0.09
C: -2.392 -1.079 -0.582  -0.14
O: -2.148 -0.405 0.631  -0.13
H: -2.810 -0.410 -1.340  0.09
H: -1.431 -1.451 -0.931  0.08
H: -3.069 -1.927 -0.438  0.08
H: -2.973 -0.044 0.971  0.10

Entry b
C3H11NO3 | the ωB97M-V functional and the def2-TZVPD basis

HOMO (eV): -9.5
SMILES: NCCC=O.O.O

Each line ends with the Löwdin charge.
Cartesian coordinates (Å):
N: 0.165 -2.847 -0.554  0.00
C: -0.070 -1.846 0.519  -0.30
C: 0.124 -0.345 0.362  -0.16
C: -0.129 0.242 1.755  -0.14
O: -0.448 1.470 1.768  -0.03
H: 0.062 -2.353 -1.440  0.07
H: -0.485 -3.593 -0.525  0.04
H: -1.106 -1.947 0.822  0.10
H: 0.499 -2.195 1.399  0.11
H: -0.594 0.127 -0.297  0.10
H: 1.176 -0.104 0.040  0.15
H: -0.104 -0.397 2.662  0.13
O: 0.413 2.964 -0.250  -0.11
H: 0.101 2.672 0.616  -0.01
H: 0.114 3.970 -0.284  0.13
O: -0.235 1.219 -2.321  -0.08
H: -0.071 1.859 -1.563  0.01
H: 0.588 1.104 -2.709  -0.01

Winner for stability: entry b

Entry a
C3H11NO3 | the ωB97M-V functional and the def2-TZVPD basis

HOMO (eV): -8.6

Each line ends with the Löwdin charge.
Cartesian coordinates (Å):
C: 0.451 0.438 -1.074  -0.10
C: 0.269 0.089 0.372  -0.03
C: 1.430 -1.136 0.842  -0.53
N: 0.923 -2.354 0.317  0.12
O: 2.587 -0.776 0.654  0.13
H: -0.010 1.371 -1.404  0.09
H: 1.450 0.238 -1.455  0.09
H: -0.148 -0.343 -1.558  0.08
H: -0.629 -0.498 0.547  0.11
H: 0.277 0.941 1.050  0.10
H: 1.387 -2.680 -0.520  0.10
H: 0.914 -3.092 1.007  0.10
H: -1.886 3.039 0.975  0.03
H: -1.679 1.799 0.039  -0.03
O: -1.198 2.471 0.619  -0.13
H: 1.146 -1.185 1.923  0.19
H: -3.109 0.931 -1.252  -0.04
O: -2.177 0.746 -1.080  -0.28

Entry b
C3H11NO3 | the ωB97M-V functional and the def2-TZVPD basis

HOMO (eV): -8.4
SMILES: C=CN=C.O.O.O

Each line ends with the Löwdin charge.
Cartesian coordinates (Å):
C: -0.415 0.303 1.826  0.03
C: -0.369 -0.825 1.069  -0.25
N: -1.351 -1.008 0.092  -0.05
C: -1.531 -2.118 -0.494  -0.04
H: -0.472 1.243 1.308  0.05
H: -0.226 0.237 2.883  0.05
H: 0.440 -1.565 1.100  0.10
H: -2.512 -2.359 -0.888  0.07
H: -0.685 -2.798 -0.684  0.07
O: -3.484 0.867 -1.249  -0.08
H: -3.952 1.511 -1.789  0.03
H: -2.552 1.097 -1.320  0.02
O: 2.827 -0.444 -0.523  -0.06
H: 2.336 -1.045 -1.104  0.04
H: 3.711 -0.748 -0.787  0.05
O: 2.845 2.911 0.015  -0.07
H: 2.398 2.730 0.850  0.03
H: 2.992 2.012 -0.306  0.00

Entry c
C3H11NO3 | the ωB97M-V functional and the def2-TZVPD basis

HOMO (eV): -7.3

Each line ends with the Löwdin charge.
Cartesian coordinates (Å):
C: 0.748 0.803 -0.786  -0.53
C: 0.370 0.784 -2.251  0.01
O: 0.093 1.604 -0.021  0.03
O: 2.109 0.852 -0.565  0.10
H: -0.079 1.051 1.114  0.10
H: 2.584 0.348 -1.238  0.12
H: 0.345 -0.618 -0.185  0.09
H: -0.712 0.843 -2.365  0.10
H: 0.844 1.614 -2.777  0.10
H: 0.702 -0.151 -2.700  0.09
C: -0.438 -1.631 0.180  0.03
N: -1.389 -0.056 2.595  -0.11
O: -0.138 0.259 2.094  -0.32
H: -1.291 -0.866 3.198  0.06
H: -1.751 0.721 3.145  0.06
H: -1.384 -1.136 0.322  0.02
H: -0.252 -2.288 1.019  0.04
H: -0.361 -2.133 -0.779  0.02

Winner for stability: entry b